# 1
73
Properties=species:S:1:pos:R:3:forces:R:3 method="wB97M-V/def2-TZVPD" energy_ev=-33149.644 total_charge=+1 homo_lumo_gap_ev=8.4666 homo_energy_ev=-11.2 lumo_ev=-2.75
O -3.5642 -1.2544 0.0556 0.1 0.0 0.1
N -7.2968 -2.5073 4.2549 0.0 0.0 0.0
N -3.3873 0.9189 -0.8588 0.0 0.1 0.0
N 6.1324 -2.3547 0.9158 0.0 0.0 0.0
C 7.0521 -3.3886 3.3335 0.0 0.0 0.0
C -3.8940 -2.1812 -2.2677 0.0 0.0 -0.1
C -6.1708 -3.1461 4.5603 0.0 0.0 0.0
C 3.0280 -1.0413 -0.9942 -0.1 0.0 0.1
C 7.3209 -4.0361 2.1388 0.0 0.0 0.0
C 4.5052 1.8726 -2.1582 0.0 0.0 0.0
C 5.8826 -1.7419 2.0705 0.0 0.0 0.0
C -0.0213 3.9743 -1.6722 0.0 0.0 0.1
C 4.3778 -0.6877 -1.6093 0.1 0.0 -0.1
C -4.3003 -2.1674 -0.8102 0.0 0.0 0.1
C 2.0027 2.4335 -1.8610 -0.1 0.0 0.1
C -2.6683 -0.3757 -0.4596 0.0 0.1 0.0
C -4.8662 -1.7818 3.1072 0.0 0.0 0.0
C 6.8412 -3.4806 0.9617 0.0 0.0 0.0
C 3.0994 1.8566 -2.7706 0.0 -0.1 0.1
C -4.9341 -2.8239 4.0167 0.0 0.0 0.0
C 6.3168 -2.2146 3.2999 0.0 0.0 0.0
C 1.0260 3.3522 -2.5963 0.0 -0.1 -0.1
C -7.2201 -1.5075 3.3821 0.0 0.0 0.0
C -3.7927 1.7688 0.3290 0.0 -0.1 -0.1
C -2.7138 2.7882 0.6600 0.0 -0.1 0.0
C -1.2257 3.0603 -1.4459 0.0 -0.1 0.1
C -2.3028 3.6731 -0.5238 -0.1 0.1 0.0
C -6.0336 -1.1092 2.7824 0.0 0.0 0.0
C 4.8890 0.7061 -1.2289 -0.1 0.0 0.2
H -1.8370 2.2664 1.0577 0.0 0.1 0.0
H 2.8367 0.8346 -3.0575 0.0 0.1 -0.1
H 5.3096 -0.8221 2.0101 0.0 0.0 0.0
H 4.6110 2.8080 -1.5990 0.1 0.0 -0.1
H 6.0849 -1.6703 4.2052 0.0 0.0 0.0
H 7.8931 -4.9534 2.1130 0.0 0.0 0.0
H -4.0525 -3.3807 4.3034 0.0 0.0 0.0
H -2.9068 -2.6161 -2.4257 0.0 0.0 0.0
H -3.9128 -1.1965 -2.7448 -0.1 0.0 0.0
H -3.0997 3.3951 1.4803 0.0 0.0 0.0
H 4.5663 0.9303 -0.2049 0.0 -0.1 0.0
H -6.0364 -0.2859 2.0780 0.0 0.0 0.0
H -4.1417 -3.1508 -0.3705 -0.1 0.0 0.0
H -1.9386 4.6230 -0.1299 0.1 -0.1 0.0
H 7.0375 -3.9624 0.0102 0.0 0.0 0.0
H -0.3687 4.9375 -2.0541 0.0 -0.1 -0.1
H -6.2599 -3.9564 5.2749 0.0 0.0 0.0
H -0.8533 2.1219 -1.0086 0.0 0.0 0.0
H -2.7777 1.4695 -1.4714 0.0 0.0 0.0
H -5.3535 -1.9131 -0.6855 0.0 0.0 -0.1
H -3.9233 -1.5073 2.6534 0.0 0.0 0.0
H 2.2587 -0.3036 -1.2377 0.0 0.0 0.0
H 1.4348 1.6228 -1.3897 0.0 0.0 0.0
H 3.1063 -1.0815 0.0958 0.0 0.0 0.0
H -4.2064 0.6585 -1.4069 0.0 0.0 0.0
H -8.1506 -1.0003 3.1517 0.0 0.0 0.0
H 0.5237 2.7694 -3.3794 0.0 0.1 0.0
H 5.1078 -1.4205 -1.2638 -0.1 0.0 0.0
H -3.9698 1.0651 1.1426 -0.1 0.1 0.0
H 7.4109 -3.7895 4.2725 0.0 0.0 0.0
H 4.3249 -0.7845 -2.6995 0.0 0.0 0.0
H 3.1215 2.4244 -3.7051 0.0 0.1 0.1
H 5.9798 0.6683 -1.1868 0.0 0.1 0.0
H -1.6402 2.8099 -2.4329 0.0 0.0 0.0
H -4.7380 2.2461 0.0726 0.1 0.1 0.0
H -4.6155 -2.7966 -2.8057 0.0 0.0 0.0
H -2.1296 -0.7157 -1.3447 0.0 0.0 0.0
H 2.6728 -2.0175 -1.3308 0.0 0.0 0.0
H 1.5844 4.1283 -3.1247 0.0 0.0 0.1
H -3.1928 3.9369 -1.1068 0.0 0.0 0.0
H -1.9708 -0.0860 0.3258 0.1 0.0 -0.1
H 5.2399 1.9284 -2.9653 -0.1 -0.1 0.0
H 0.4333 4.1745 -0.6959 0.0 0.1 0.0
H 2.4559 2.9870 -1.0312 0.0 0.1 -0.1

***

# 2
88
Properties=species:S:1:pos:R:3:forces:R:3 method="wB97M-V/def2-TZVPD" energy_ev=-88071.449 total_charge=+1 homo_lumo_gap_ev=7.9595 homo_energy_ev=-11.0 lumo_ev=-3.05
Sn 1.0553 -0.3956 -1.7194 0.0 0.1 0.4
Cl -1.7104 4.3336 -2.3763 0.0 0.0 0.0
Cl 0.3186 -0.2638 -4.4182 0.0 -0.1 -0.2
S 0.2592 1.9449 -2.0081 0.0 0.1 0.2
P -1.1835 -1.5767 -0.4479 -0.2 0.1 0.2
C -1.0930 3.2031 1.7772 0.1 -0.1 0.0
C -1.4034 1.3310 -5.7100 0.1 -0.1 0.0
C -1.9209 -2.4382 3.4787 0.0 0.0 0.1
C -0.5167 1.8997 2.3453 0.1 0.1 0.1
C -0.6680 1.1697 -4.5501 -0.2 0.2 0.1
C -2.0975 -4.3341 -0.2541 0.0 -0.1 -0.1
C -0.8717 -1.8553 4.1698 0.0 0.0 0.0
C 0.2676 -3.8677 -0.8263 -0.1 0.0 0.1
C -4.1070 -1.4954 -0.5154 0.0 0.0 0.0
C 3.4346 3.9843 -0.6718 0.0 0.0 0.0
C 3.4659 -2.0328 2.5582 0.0 -0.1 0.0
C -2.7932 0.5511 0.0882 0.0 0.0 0.0
C -0.7078 2.0660 -3.4823 0.2 0.0 0.0
C 0.7431 1.4000 1.6398 -0.1 0.0 -0.1
C 2.7436 -1.8555 1.2134 0.1 0.1 0.0
C -0.2216 2.1121 3.8485 0.0 0.0 -0.1
C 3.2168 0.5540 0.6655 0.0 0.2 -0.1
C 2.9351 1.9158 0.7039 0.0 -0.1 0.0
C 1.7024 2.3152 1.2156 -0.1 0.0 0.0
C -2.2314 2.4314 -5.8279 -0.1 0.0 0.0
C 2.2937 -0.4088 1.0854 -0.2 0.0 -0.1
C -2.8232 -0.7118 -0.7888 0.2 0.2 -0.1
C 4.5859 3.5878 1.5423 0.0 -0.1 -0.1
C -1.5209 -3.3968 -2.5031 0.0 -0.1 0.0
C -2.8209 -0.2725 -2.2614 0.0 0.0 0.1
C -1.9758 -2.3156 2.1031 0.0 0.0 0.0
C 1.0164 0.0160 1.5152 0.0 0.0 0.0
C 0.0172 -0.9542 2.0878 0.0 0.0 0.0
C -1.5679 3.1638 -3.6389 0.1 -0.1 0.0
C -2.3170 3.3434 -4.7897 0.0 0.1 0.0
C -1.1757 -3.3758 -1.0078 0.1 0.2 -0.1
C 3.6575 -2.3212 0.0725 0.0 0.0 0.1
C -1.0068 -1.6091 1.3785 0.1 0.0 0.0
C 0.0715 -1.1199 3.4752 0.1 -0.1 -0.1
C 3.9835 2.9296 0.2919 -0.1 0.1 0.1
H -2.8121 2.5727 -6.7305 0.0 0.0 0.1
H -1.9788 -5.3288 -0.6947 0.0 0.0 0.0
H 4.7804 2.3862 -0.2207 0.0 -0.1 0.0
H -3.6987 0.3542 -2.4454 0.0 0.0 0.0
H -1.2969 -4.3896 -2.9028 0.0 0.0 0.0
H -1.3203 0.6063 -6.5089 0.0 0.0 0.0
H 0.7742 2.5447 3.9875 -0.1 0.0 0.0
H 5.3875 4.2773 1.2668 -0.1 0.0 0.0
H 3.3158 -1.9650 -0.9012 0.1 -0.1 0.0
H 4.9980 2.8362 2.2191 0.0 0.1 0.0
H 2.8073 -1.8138 3.3995 0.0 0.0 0.0
H -0.8003 -1.9516 5.2465 0.0 0.0 0.0
H -2.9643 4.2078 -4.8622 0.0 0.0 0.0
H -2.0857 3.3677 2.2015 0.1 0.0 0.0
H -4.1937 -2.3860 -1.1402 0.0 0.0 0.0
H -2.8790 0.3061 1.1496 0.0 0.0 -0.1
H -1.8737 1.1277 -0.0615 -0.1 -0.1 0.0
H 0.3756 -4.8441 -1.3061 0.0 0.0 0.0
H 1.4968 3.3763 1.3205 0.0 -0.1 -0.1
H 3.6939 -3.4122 0.0398 0.0 0.1 0.0
H 0.9960 -3.1953 -1.2837 0.1 -0.1 0.0
H -2.5795 -3.2071 -2.6830 0.0 0.0 0.0
H -1.1830 3.1812 0.6930 0.0 0.0 -0.1
H 2.6885 4.6197 -0.1857 0.1 0.0 0.0
H 4.3292 -1.3644 2.6160 0.0 0.0 0.0
H -1.9403 0.3243 -2.4922 -0.1 -0.1 0.1
H -0.9515 2.8050 4.2738 0.0 -0.1 0.0
H -1.2815 1.1262 2.2524 0.1 0.1 0.1
H 4.2448 4.6273 -1.0202 0.0 0.0 0.0
H -2.7904 -2.7927 1.5812 0.0 0.1 0.0
H -4.2264 -1.7758 0.5302 0.0 0.0 0.0
H 3.8218 4.1525 2.0838 0.0 0.0 0.0
H -0.4775 4.0638 2.0556 0.0 -0.1 -0.1
H -0.9304 -2.6720 -3.0722 0.0 0.0 0.0
H -4.9469 -0.8415 -0.7693 0.0 0.0 0.0
H -1.8251 -4.4127 0.7970 0.0 -0.1 -0.1
H -0.2775 1.1856 4.4204 0.1 0.1 -0.1
H -3.6367 1.1948 -0.1827 0.1 -0.1 0.0
H 3.8188 -3.0619 2.6626 0.0 0.1 0.0
H 0.8718 -0.6327 4.0174 0.0 0.0 0.0
H -3.1500 -4.0626 -0.3308 0.0 0.0 0.0
H 0.5165 -3.9882 0.2299 0.0 0.1 0.0
H -2.6906 -2.9892 4.0048 0.0 0.0 0.0
H -2.8628 -1.1121 -2.9532 0.0 0.0 0.0
H 4.1983 0.2349 0.3300 0.0 0.0 0.0
H 2.9673 3.5226 -1.5423 0.0 0.0 0.0
H 1.8568 -2.4872 1.2344 -0.1 0.0 0.0
H 4.6810 -1.9663 0.2173 -0.1 0.0 0.0